# 1
Computed, not measured: C22H22CaIN8O4S2Se as an isolated structure, with wB97M-V/def2-TZVPD.

Geometry as XYZ:
```
61
C22H22CaIN8O4S2Se | the OMol25 dataset | wB97M-V/def2-TZVPD
Ca -12.46342 10.70268 -5.88289
C -9.21649 10.83926 -2.13382
C -8.89156 10.00469 -3.30483
N -7.59794 9.63419 -3.53506
C -7.37603 8.80038 -4.51886
C -8.31001 8.21135 -5.33552
C -7.77418 7.62048 -6.65694
O -6.86704 8.55955 -7.21505
C -9.64517 8.54543 -5.08000
C -10.69172 7.89179 -5.78702
N -11.89739 8.29019 -6.07143
C -12.64577 7.51521 -6.99787
C -12.56433 7.75041 -8.37685
C -13.68495 7.30475 -9.10804
C -14.86260 6.74984 -8.54671
C -15.00524 6.69565 -7.16707
C -13.80966 6.85504 -6.45397
I -13.81709 6.36921 -4.42242
C -9.98253 9.51825 -4.09533
O -11.18958 10.06387 -3.96657
H -8.27469 11.23741 -1.63075
H -9.75993 10.26809 -1.37031
H -9.83879 11.62619 -2.60051
H -6.29322 8.62175 -4.68825
H -8.51168 7.33983 -7.38383
H -7.21670 6.69348 -6.42642
H -7.35164 9.40725 -7.25544
H -10.35144 6.86182 -6.00639
H -11.75669 8.30472 -8.86079
H -13.69830 7.17948 -10.20561
H -15.66881 6.47979 -9.20368
H -15.92775 6.48572 -6.64577
N -12.39694 12.58610 -9.08821
C -13.62812 12.12280 -8.94010
N -13.91154 11.50856 -7.81340
C -15.18401 10.94887 -7.93122
C -15.83598 11.23669 -9.14178
S -14.88656 12.18144 -10.16827
C -15.70475 10.24905 -6.78200
C -17.05056 9.88040 -6.68984
S -17.38461 9.44427 -5.05530
C -15.67509 9.74233 -4.60837
N -14.93506 10.18432 -5.62589
N -15.32949 9.42269 -3.36907
H -11.65770 12.24255 -8.36890
H -12.13052 13.05769 -9.95499
H -16.70648 10.66253 -9.53016
H -17.78588 9.70770 -7.46119
H -16.07895 9.32336 -2.65428
H -14.42792 9.99981 -3.05403
O -8.93920 10.25638 -7.87290
C -9.50102 11.29825 -7.45328
O -10.76416 11.50049 -7.28674
H -8.87896 12.31139 -7.29232
Se -12.97893 15.40654 -3.46878
C -12.83861 13.99405 -4.57394
N -12.86436 12.89895 -5.02727
N -13.34909 11.18630 -2.54543
H -12.38042 10.89105 -2.39952
H -13.59120 11.60638 -1.61871
H -13.34480 11.96713 -3.19796
```

Calculated values
E_HOMO, Ha: -0.1807
Gap between HOMO and LUMO, eV: 6.870
Total charge: -1
DFT total energy, eV: -156844.24288
Energy above the lowest of the compared OMol25 structures with the same formula, charge and spin, kJ/mol: 26.7

# 2
Computed, not measured: C5H7NOS as an isolated structure, with wB97M-V/def2-TZVPD.

Geometry as XYZ:
```
15
C5H7NOS | the OMol25 dataset | wB97M-V/def2-TZVPD
C 0.66424 -0.63532 -0.52155
C 0.50366 0.82170 -0.04920
C -0.95890 1.14424 -0.39648
C -1.56212 -0.15994 0.10761
C -0.32068 -0.83254 0.64736
H 2.55414 -0.91259 -0.82312
H 0.34734 -0.89496 -1.52191
H 1.26718 1.60424 -0.19557
H -1.33290 2.00207 0.15484
H -1.14008 1.28571 -1.45122
H -0.41385 -1.79767 1.19299
H 1.23783 -0.02539 1.67528
N 0.32351 0.32558 1.36541
O 1.89685 -1.22585 -0.21133
S -3.06623 -0.69928 0.02690
```

Calculated values
E_HOMO, Ha: -0.3146
Gap between HOMO and LUMO, eV: 8.585
DFT total energy, eV: -19669.27095
Energy above the lowest of the compared OMol25 structures with the same formula, charge and spin, kJ/mol: 225.0

# 3
Computed, not measured: one molecule with the formula C5H8O, with wB97M-V/def2-TZVPD.

Geometry as XYZ:
```
14
C5H8O | the OMol25 dataset | wB97M-V/def2-TZVPD
C -0.75442 -0.70869 -1.48856
C 0.25633 -0.45333 -0.37988
C 0.53252 1.02391 0.00875
C 0.33500 0.70011 1.51073
C -0.08755 -0.71164 1.09652
O -0.51843 -1.65627 1.70115
H -1.03184 -1.76425 -1.56411
H -1.66909 -0.12312 -1.34019
H -0.31864 -0.40265 -2.44677
H 1.18732 -0.99478 -0.59677
H 1.51445 1.40710 -0.27668
H -0.23658 1.69968 -0.37811
H 1.24149 0.72681 2.12446
H -0.45055 1.25712 2.02946
```

Calculated values
SMILES string: C[C@H]1CCC1=O
E_HOMO, Ha: -0.3459
Gap between HOMO and LUMO, eV: 10.350
DFT total energy, eV: -7361.44436
Energy above the lowest of the compared OMol25 structures with the same formula, charge and spin, kJ/mol: 78.2

# 4
Computed, not measured: a 9-piece molecular cluster, C21H60N6O9 overall, with wB97M-V/def2-TZVPD.

Geometry as XYZ:
```
96
C21H60N6O9 | the OMol25 dataset | wB97M-V/def2-TZVPD
C 8.25518 10.03519 -7.92638
O 8.35057 9.59990 -6.79690
N 7.83717 11.25544 -8.31121
N 8.51779 9.37959 -8.99272
H 7.73753 11.93847 -7.57389
H 7.12018 11.16725 -9.01708
H 8.24132 8.41246 -8.90148
H 8.55884 9.63203 -9.96981
C 6.96504 10.84273 -3.49617
O 6.70958 11.53709 -2.49244
N 6.17291 10.07331 -4.15900
N 8.14757 10.66701 -3.84376
H 5.22659 9.86736 -3.87239
H 6.58215 9.72169 -5.01281
H 8.26596 10.07943 -4.65668
H 8.80145 11.38454 -3.56502
C 6.39895 13.25666 1.00607
O 6.46959 13.69091 2.16655
N 6.47436 11.98066 0.68371
N 6.15318 14.03491 0.03260
H 6.67825 11.48965 1.54245
H 6.84460 11.78929 -0.23629
H 5.78145 13.63305 -0.81617
H 6.04393 15.02985 0.16774
C 2.74403 8.37047 -8.47669
C 4.31509 8.19359 -8.32119
C 4.84426 8.30724 -6.91775
O 4.83666 6.98710 -8.76547
H 2.55119 9.35487 -8.05022
H 2.28228 7.61731 -7.83824
H 2.45607 8.17637 -9.50989
H 4.86241 8.97934 -8.84189
H 5.91437 8.13322 -7.03032
H 4.43804 7.58976 -6.20478
H 4.82313 9.31741 -6.50884
H 5.78712 7.12115 -8.78140
C 3.46890 12.64218 -4.40971
C 2.38057 11.56753 -4.07817
C 1.82534 10.69886 -5.19674
O 3.03971 10.72880 -3.04495
H 3.89096 13.18512 -3.56403
H 3.05553 13.41801 -5.05416
H 4.34205 12.14750 -4.83516
H 1.58388 11.98218 -3.46056
H 1.22081 11.04876 -6.03354
H 0.98503 10.19421 -4.71997
H 2.38423 9.79633 -5.44409
H 3.66692 11.25650 -2.54522
C 10.62815 13.23757 -4.53963
C 11.44727 14.21301 -3.70831
C 12.80950 13.60364 -3.16671
O 11.54421 15.26822 -4.55066
H 11.14518 12.90881 -5.44114
H 9.68429 13.71918 -4.79512
H 10.43227 12.32222 -3.98117
H 10.84250 14.46366 -2.83680
H 13.28280 14.45673 -2.68058
H 13.57108 13.28706 -3.87936
H 12.51413 12.89408 -2.39379
H 12.12422 15.05848 -5.28633
C 6.45840 5.23035 -5.23003
C 7.83605 5.69086 -5.82233
C 8.62858 6.48188 -4.80514
O 8.70845 4.65697 -6.14618
H 5.83766 4.69048 -5.94510
H 5.92782 6.15518 -5.00361
H 6.48709 4.49541 -4.42558
H 7.54271 6.34375 -6.64439
H 9.64022 6.80234 -5.05410
H 8.81294 5.77457 -3.99655
H 7.98388 7.30985 -4.51033
H 9.45024 4.67558 -5.53707
C 2.47274 5.73572 -3.80836
C 2.13041 6.45684 -2.56468
C 2.98165 7.61978 -2.23074
O 0.85120 6.99992 -2.78252
H 1.69060 4.97960 -3.87649
H 3.41603 5.21008 -3.65998
H 2.45992 6.31824 -4.72956
H 2.17404 5.70960 -1.77232
H 4.00224 7.24132 -2.17359
H 2.71819 8.23636 -1.37137
H 2.96291 8.23106 -3.13301
H 0.93867 7.78810 -2.24148
C 14.02510 10.00854 -3.12506
C 13.37335 9.05214 -4.14358
C 12.07842 9.67055 -4.80536
O 14.31962 8.72732 -5.19541
H 13.89005 11.02375 -3.49817
H 15.05112 9.66507 -2.99310
H 13.49648 10.05721 -2.17307
H 13.02204 8.18204 -3.58896
H 12.26721 10.71625 -5.04819
H 11.19107 9.65366 -4.17257
H 11.63062 9.21820 -5.69021
H 13.95122 8.10700 -5.82871
```

Calculated values
E_HOMO (alpha / beta), Ha: -0.0076 / -0.2636
Gap between HOMO and LUMO (alpha / beta), eV: 2.430 / 9.351
Multiplicity: 2
⟨S²⟩: 0.75
Total charge: -1
DFT total energy, eV: -50116.40280

# 5
Computed, not measured: a 10-piece molecular cluster, C23H68NO19 overall, with wB97M-V/def2-TZVPD.

Geometry as XYZ:
```
111
C23H68NO19 | the OMol25 dataset | wB97M-V/def2-TZVPD
C 3.35362 0.57831 -0.57438
N 1.88131 0.91290 -0.49197
C 1.21626 -0.28532 0.08313
C 1.64668 2.00101 0.41897
C 1.39855 1.20741 -1.85913
C -0.19324 1.27597 -2.00650
O -0.50676 1.62804 -3.36934
H 3.75043 0.50778 0.44575
H 4.03237 1.27182 -1.11420
H 3.50690 -0.24185 -1.13663
H 1.40449 -0.32807 1.12098
H 1.42210 -1.17898 -0.62170
H 0.15700 -0.00982 0.29732
H 2.09955 1.80361 1.44134
H 0.55990 2.29834 0.65023
H 2.04850 2.92146 0.03856
H 1.78566 0.65817 -2.64789
H 1.79784 2.07501 -2.06058
H -0.69667 1.93058 -1.37945
H -0.61531 0.30372 -1.76504
H -1.50276 1.57958 -3.47081
C 3.53258 0.95272 4.11671
C 3.79403 2.40016 4.68342
O 3.41171 3.31854 3.77837
O 4.06857 -0.06495 4.80411
H 3.73059 0.94392 3.17505
H 2.54482 0.91981 4.20207
H 4.77718 2.45119 5.07257
H 3.13609 2.70163 5.59671
H 3.68082 4.19697 4.07877
H 4.84930 -0.10280 4.77143
C 2.26275 -1.38732 -5.11996
C 1.74178 -2.59021 -4.39253
O 1.60591 -2.36398 -2.98699
O 2.26113 -1.75160 -6.35101
H 3.26449 -1.13588 -4.75433
H 1.64930 -0.55954 -4.76651
H 2.33488 -3.38502 -4.43781
H 0.64227 -2.71188 -5.03710
H 1.37624 -3.16911 -2.53999
H 2.34196 -0.83237 -6.79866
C -3.26366 2.03470 2.32751
C -1.76508 2.49201 2.46552
O -1.05057 1.28516 2.28476
O -4.15146 3.12943 2.49311
H -3.67547 1.37327 3.13741
H -3.50210 1.48901 1.49311
H -1.49531 2.79569 3.49074
H -1.60360 3.19352 1.89014
H -1.00097 0.93352 3.16500
H -4.26793 3.41106 3.48788
C -1.82164 -4.33757 -1.75907
C -1.43673 -3.95397 -0.41556
O -2.33138 -4.04725 0.65605
O -0.75796 -4.08228 -2.63881
H -2.84570 -3.88825 -2.27920
H -2.17560 -5.45901 -1.74620
H -0.98983 -2.84355 -0.50057
H -0.47447 -4.38499 -0.06908
H -2.02907 -3.65939 1.43756
H -1.03938 -4.21611 -3.47567
C -4.76443 2.59056 -2.20007
C -4.66105 1.92471 -3.62863
O -3.46832 1.07846 -3.77265
O -5.75386 3.68773 -2.28799
H -3.74966 3.04041 -1.97317
H -5.02748 1.86936 -1.57261
H -4.69747 2.51530 -4.52075
H -5.58720 1.29430 -3.83591
H -3.40609 0.97729 -4.75920
H -5.86669 4.07131 -1.35916
C 1.25840 4.77412 -2.68468
C 1.25423 6.23932 -2.87915
O 2.08978 6.52564 -4.04836
O 0.64223 4.49198 -1.38146
H 2.24878 4.30252 -2.88646
H 0.41589 4.18530 -3.46565
H 1.91727 6.66844 -2.21093
H 0.34695 6.51749 -3.04910
H 1.88856 7.39160 -4.21321
H -0.34502 4.45251 -1.27740
C 0.35713 -2.60311 3.30799
C -0.86385 -3.37292 3.83251
O -1.02263 -2.82552 5.04467
O 0.51327 -3.05559 1.90776
H 1.13136 -2.70724 4.04362
H 0.27710 -1.63765 3.07649
H -0.71405 -4.27734 3.86287
H -1.83542 -3.18336 3.16789
H -0.79421 -3.57987 5.67166
H 0.82193 -4.00315 1.91573
C -5.11418 -0.86870 0.68671
C -4.52421 -1.01489 -0.78375
O -3.40883 -0.19603 -1.00683
O -6.09956 -1.76147 1.02302
H -5.51652 0.15066 0.80050
H -4.39733 -1.04829 1.24685
H -5.50241 -0.93045 -1.57304
H -4.27249 -1.96151 -1.00292
H -3.22720 -0.28298 -1.97814
H -6.89723 -1.61412 0.33769
C 4.29099 -3.85015 3.70463
C 4.42202 -3.47917 2.10398
O 3.48786 -2.39502 1.89847
O 5.04407 -5.03205 3.87033
H 3.21550 -4.07360 3.94389
H 4.88999 -3.18793 4.20916
H 4.19921 -4.55618 1.68172
H 5.41936 -3.09257 1.96698
H 2.78011 -2.83162 1.70367
H 4.73047 -5.33150 4.80484
```

Calculated values
E_HOMO, Ha: -0.4313
Gap between HOMO and LUMO, eV: 9.970
Total charge: +1
DFT total energy, eV: -65320.18325
Energy above the lowest of the compared OMol25 structures with the same formula, charge and spin, kJ/mol: 253.7